Molecular formula: CH7N6
Method: DFT, ωB97M-V/def2-TZVPD

Geometry as XYZ:
```
14
Properties=species:S:1:pos:R:3:forces:R:3:lowdin_charge:R:1
H 0.4516 -0.0967 2.5334 -0.8 -3.1 -1.2 0.17
H -0.4840 0.7099 -0.8059 0.2 0.3 0.6 0.12
H -0.1534 1.5042 2.1875 -0.6 0.1 0.9 0.07
N 0.7812 -1.6918 -2.0093 0.7 -5.3 -0.3 0.24
N 0.0059 1.6094 1.2138 -0.3 2.1 -1.4 0.10
N -0.1214 0.4940 -2.1109 -1.3 1.7 1.4 0.15
N 0.0873 -0.9328 1.9071 1.8 7.1 0.9 0.12
N -0.4567 0.6085 0.4291 0.3 -0.8 -1.1 -0.12
H 0.5708 -2.7606 -2.1518 0.4 3.3 0.4 0.19
H -0.0212 -1.8070 2.2581 -0.3 -3.1 0.7 0.08
N -0.3237 -0.5874 0.7255 -1.0 -1.7 -0.1 -0.03
H -0.4654 2.4545 0.8267 0.8 -0.6 1.0 0.14
C 0.2827 -0.6536 -2.1510 0.1 -0.3 -0.9 -0.34
H -0.1536 1.1493 -2.8522 0.1 0.3 -0.9 0.12
```
Positions in Å, forces in eV/Å.

## Properties
Net charge: +1
ΔE to the lowest compared entry with this formula, charge and spin (eV): 3.5484
Energy (hartree): -370.4646
Kohn-Sham gap (eV): 10.881
Strongest force on any atom (eV Å⁻¹): 7.35
Spin multiplicity: 1
HOMO energy (eV): -13.983
LUMO level (eV): -3.102

***

Molecular formula: CH7NO
Method: DFT, ωB97M-V/def2-TZVPD

Geometry as XYZ:
```
10
Properties=species:S:1:pos:R:3:forces:R:3:lowdin_charge:R:1
H 1.5392 -0.4568 0.6925 -0.7 -0.9 0.7 -0.03
H -1.6963 -1.3066 -0.6868 -0.9 1.3 2.6 0.13
H -0.4390 0.4825 -0.3290 0.0 0.2 0.0 0.04
C -1.4932 0.5215 -0.0403 0.7 0.5 0.7 -0.20
N 2.1331 -0.2018 -0.0580 2.2 1.4 0.0 -0.01
H -2.0317 1.0585 -0.8279 -0.2 0.0 0.2 0.07
H 2.8165 -0.9628 -0.2527 -0.8 0.8 0.5 0.02
H -1.5299 1.0647 0.9352 -0.3 -0.3 -0.8 0.09
O -1.9761 -0.7937 0.1688 0.7 -1.5 -2.6 -0.16
H 2.6774 0.5945 0.3983 -0.6 -1.4 -1.2 0.04
```
Positions in Å, forces in eV/Å.

## Properties
Net charge: 0
ΔE to the lowest compared entry with this formula, charge and spin (eV): 0.5192
Energy (hartree): -172.2591
Kohn-Sham gap (eV): 11.052
Strongest force on any atom (eV Å⁻¹): 3.12
Spin multiplicity: 1
HOMO energy (eV): -10.139
SMILES: CO.N
LUMO level (eV): 0.913

***

Molecular formula: CH7NO
Method: DFT, ωB97M-V/def2-TZVPD

Geometry as XYZ:
```
10
Properties=species:S:1:pos:R:3:forces:R:3:lowdin_charge:R:1
H -0.8882 -0.1132 2.0247 -1.9 2.1 -2.7 0.11
H -0.8015 1.7645 1.3392 -2.1 -3.0 0.0 0.11
N -0.5917 0.3523 -0.1590 -1.7 0.1 -4.0 -0.22
H 1.0886 -0.2762 -1.2470 3.5 -3.4 2.8 0.09
H 1.7487 -1.3407 0.2806 0.1 2.2 -5.9 0.18
H -2.6265 0.7628 0.9673 4.0 -0.5 0.9 0.12
O 1.9117 -0.9986 -0.8962 -3.2 1.0 3.1 -0.34
H -1.0589 -0.3351 -0.8834 0.7 1.0 2.6 0.10
C -1.3415 0.6470 1.1160 0.8 1.9 0.4 -0.25
H -0.5652 1.1781 -0.8950 -0.2 -1.3 2.7 0.10
```
Positions in Å, forces in eV/Å.

## Properties
Net charge: 0
ΔE to the lowest compared entry with this formula, charge and spin (eV): 3.9227
Energy (hartree): -172.1340
Kohn-Sham gap (eV): 10.380
Strongest force on any atom (eV Å⁻¹): 6.29
Spin multiplicity: 1
HOMO energy (eV): -9.742
LUMO level (eV): 0.638

***

Molecular formula: CH7NOS2
Method: DFT, ωB97M-V/def2-TZVPD

Geometry as XYZ:
```
12
Properties=species:S:1:pos:R:3:forces:R:3:lowdin_charge:R:1
N -2.7196 0.0287 1.1673 -0.5 -2.5 -0.5 -0.04
S 1.9931 -0.5467 -0.8469 -0.9 -0.3 -1.0 0.17
H -3.3917 -0.7670 -1.3037 0.6 -1.0 -0.5 0.06
H -3.6826 0.1602 1.5447 1.0 0.0 -0.2 0.07
H 1.5936 0.5648 -1.5145 0.4 -0.1 0.3 -0.20
S 2.6524 0.2315 0.9018 1.4 -0.5 0.3 0.19
H -2.6545 -1.0804 1.0819 0.0 3.1 0.1 0.11
C -2.7671 0.6480 -0.1770 3.6 -1.3 0.0 -0.38
H -1.8066 0.4442 -0.8491 -1.1 0.5 2.2 0.13
H -2.7117 1.7539 0.0667 -1.3 -1.1 -1.1 0.13
H 3.8845 -0.3905 0.7205 -0.9 0.9 0.4 -0.17
O -3.7399 0.0337 -0.9667 -2.2 2.3 0.0 -0.07
```
Positions in Å, forces in eV/Å.

## Properties
Net charge: 0
ΔE to the lowest compared entry with this formula, charge and spin (eV): 1.1113
Energy (hartree): -968.6078
Kohn-Sham gap (eV): 9.341
Strongest force on any atom (eV Å⁻¹): 3.81
Spin multiplicity: 1
HOMO energy (eV): -8.984
SMILES: NCO.SS
LUMO level (eV): 0.357

***

Molecular formula: CH7NS2
Method: DFT, ωB97M-V/def2-TZVPD

Geometry as XYZ:
```
11
Properties=species:S:1:pos:R:3:forces:R:3:lowdin_charge:R:1
H 0.7494 1.9620 -2.4844 -1.4 -1.5 0.3 -0.14
H -2.7764 -0.4788 1.9530 0.4 -0.7 0.6 0.01
H -1.3722 -0.0359 1.2781 0.0 0.2 -0.4 -0.06
H 1.4320 -0.3209 0.4087 -0.4 0.0 2.0 0.00
H 1.8536 0.6635 -0.8126 1.0 1.2 -0.9 0.00
S -0.4849 1.2316 -2.4072 1.0 1.1 -0.2 0.23
N -1.8212 -0.2194 2.1585 0.5 1.0 -0.4 0.01
H -1.1769 -0.8183 2.6535 -0.9 -0.5 0.2 0.00
H 2.1899 -1.1049 -0.7911 1.7 -1.7 -1.4 0.00
S -0.1516 -0.5593 -1.3300 1.2 0.3 -0.1 0.35
C 1.5584 -0.3195 -0.6264 -3.1 0.6 0.4 -0.40
```
Positions in Å, forces in eV/Å.

## Properties
Net charge: 0
ΔE to the lowest compared entry with this formula, charge and spin (eV): 1.1483
Energy (hartree): -893.3785
Kohn-Sham gap (eV): 8.529
Strongest force on any atom (eV Å⁻¹): 3.17
Spin multiplicity: 1
HOMO energy (eV): -8.339
SMILES: CSS.N
LUMO level (eV): 0.190

***

Molecular formula: CH7O2S
Method: DFT, ωB97M-V/def2-TZVPD

Geometry as XYZ:
```
11
Properties=species:S:1:pos:R:3:forces:R:3:lowdin_charge:R:1
H 3.0831 -0.8504 -0.1223 0.0 0.2 0.0 0.02
H -2.2006 0.9772 0.4079 0.2 0.2 -0.2 -0.05
S -0.0648 -0.0229 -1.0881 0.1 -0.1 0.2 0.01
O 3.3531 -0.8475 0.8082 -0.2 -0.2 -0.2 -0.10
H -0.0955 -1.8231 0.6125 -0.2 0.2 -0.2 -0.01
H -0.0161 -0.2656 1.4003 -0.1 0.1 -0.3 -0.01
H -2.9395 2.0650 -0.3368 0.2 0.0 -0.1 0.02
H -1.5371 -0.8148 0.6950 0.0 -0.2 0.1 -0.03
O -2.7894 1.7329 0.5520 -0.3 -0.1 0.2 -0.10
C -0.4570 -0.7835 0.5314 0.3 -0.3 0.2 -0.76
H 2.4872 -0.8623 1.2339 0.0 0.1 0.1 0.01
```
Positions in Å, forces in eV/Å.

## Properties
Net charge: -1
ΔE to the lowest compared entry with this formula, charge and spin (eV): 0.4304
Energy (hartree): -590.9966
Kohn-Sham gap (eV): 6.858
Strongest force on any atom (eV Å⁻¹): 0.45
Spin multiplicity: 1
HOMO energy (eV): -2.700
LUMO level (eV): 4.158

***

Molecular formula: CH7O5
Method: DFT, ωB97M-V/def2-TZVPD

Geometry as XYZ:
```
13
Properties=species:S:1:pos:R:3:forces:R:3:lowdin_charge:R:1
O 1.6330 -2.4239 -1.0285 -0.5 -0.5 -2.8 -0.10
O 0.0003 -0.3666 0.3983 0.1 1.0 2.0 -0.13
C 0.7667 0.6281 0.6053 1.2 -0.2 -3.2 -0.56
H -2.4771 1.0774 0.8992 -0.2 0.3 0.6 0.01
H 1.6445 -1.7625 -0.3733 -0.2 1.2 1.6 -0.04
H -0.3051 -0.6332 -0.9894 -0.5 -0.1 -0.3 -0.05
H -1.0872 1.3272 1.4469 -3.3 1.5 1.0 0.06
O -0.6166 -0.8675 -1.9165 0.2 0.1 -1.0 -0.12
H -0.5192 -0.0562 -2.4338 -0.1 -0.2 0.2 0.03
H 1.8105 0.4010 0.1943 0.0 0.2 1.0 0.12
H 1.0970 -1.9627 -1.7483 0.6 -0.9 1.3 0.04
O 0.5240 1.8281 0.7909 -0.4 -0.8 1.0 -0.06
O -2.1361 1.5600 1.6774 3.1 -1.4 -1.5 -0.19
```
Positions in Å, forces in eV/Å.

## Properties
Net charge: -1
ΔE to the lowest compared entry with this formula, charge and spin (eV): 1.0490
Energy (hartree): -418.5688
Kohn-Sham gap (eV): 9.578
Strongest force on any atom (eV Å⁻¹): 3.78
Spin multiplicity: 1
HOMO energy (eV): -5.625
LUMO level (eV): 3.954

***

Molecular formula: CH7OS
Method: DFT, ωB97M-V/def2-TZVPD

Geometry as XYZ:
```
10
Properties=species:S:1:pos:R:3:forces:R:3:lowdin_charge:R:1
S 1.4759 0.3897 -0.6498 -2.0 1.1 -2.2 0.99
H -0.4822 -0.4305 -2.2157 0.8 0.7 -1.0 0.06
H -0.6270 0.3323 2.6481 0.1 1.2 -2.1 0.11
H -1.7629 0.3488 1.6569 1.9 1.0 -0.4 0.11
H -0.8093 0.2638 -0.6434 -0.7 0.4 0.3 0.00
H 2.3512 -0.5217 -1.2142 -0.1 -0.1 1.9 0.02
C -0.1512 -0.3559 -1.2042 0.4 -2.2 2.2 -0.29
H 1.0431 0.6881 0.6952 0.9 -1.6 -0.7 0.04
H -0.2274 -1.4263 -0.7853 0.3 1.7 -0.4 0.10
O -0.8101 0.7117 1.7124 -1.7 -2.2 2.5 -0.14
```
Positions in Å, forces in eV/Å.

## Properties
Net charge: +1
ΔE to the lowest compared entry with this formula, charge and spin (eV): 1.6894
Energy (hartree): -515.3684
Kohn-Sham gap (eV): 10.918
Strongest force on any atom (eV Å⁻¹): 3.70
Spin multiplicity: 1
HOMO energy (eV): -16.336
LUMO level (eV): -5.418

***

Molecular formula: CH7OS2
Method: DFT, ωB97M-V/def2-TZVPD

Geometry as XYZ:
```
11
Properties=species:S:1:pos:R:3:forces:R:3:lowdin_charge:R:1
H -3.4636 1.2813 -0.8894 0.2 -0.4 -0.5 0.08
H 0.3478 0.6309 -0.6987 -0.3 0.3 0.0 -0.36
H -2.5518 -0.0719 -0.1127 -0.3 -0.2 -0.1 0.09
H 1.6802 -0.4618 -1.6139 -0.1 -0.1 -0.1 -0.11
H -2.9281 1.4656 0.7866 0.3 -0.3 0.1 0.06
S 1.4709 -0.1262 -0.3315 -0.5 0.2 -0.2 0.77
H 2.4637 -1.2944 1.2022 0.4 -0.2 0.4 -0.11
H 3.8398 -2.0107 1.1253 0.1 0.1 0.1 0.05
O 2.9519 -2.0728 1.4923 -0.1 -0.1 -0.2 -0.06
S -1.1303 1.6462 -0.7866 -0.4 0.0 -0.1 0.99
C -2.6804 1.0139 -0.1737 0.8 0.8 0.5 -0.38
```
Positions in Å, forces in eV/Å.

## Properties
Net charge: +1
ΔE to the lowest compared entry with this formula, charge and spin (eV): 4.4038
Energy (hartree): -913.4597
Kohn-Sham gap (eV): 4.760
Strongest force on any atom (eV Å⁻¹): 1.19
Spin multiplicity: 1
HOMO energy (eV): -14.650
LUMO level (eV): -9.890